{
  "formula": "C7H18N3O6P2S2",
  "method": "ωB97M-V with the def2-TZVPD basis set",
  "total_charge": -1,
  "lumo_energy_ev": 2.8,
  "gap_ev": 8.1,
  "symbols": ["C", "S", "O", "O", "C", "S", "O", "P", "N", "O", "C", "P", "N", "O", "O", "H", "H", "H", "H", "H", "H", "H", "H", "H", "H", "H", "H", "H", "N", "C", "C", "C", "C", "H", "H", "H", "H", "H"],
  "xyz": [[-2.216, 1.110, -0.140], [-1.730, 1.254, -1.850], [-2.765, 2.007, -2.514], [-1.387, -0.046, -2.382], [-0.147, 2.257, -1.755], [-0.133, 3.245, -3.377], [-0.181, 3.079, -0.709], [1.335, 3.044, 0.404], [0.436, 3.850, 1.681], [2.064, 2.219, -0.980], [1.198, 1.415, -1.697], [1.333, -0.318, -1.020], [2.652, -0.556, -0.248], [1.025, -1.331, -2.240], [0.043, -0.611, -0.085], [-2.577, 0.094, -0.001], [-1.351, 1.308, 0.490], [-2.987, 1.855, 0.038], [0.347, 4.293, -2.698], [1.654, 4.311, -0.180], [2.558, 2.927, 1.102], [0.866, 1.758, 0.890], [-0.342, 3.280, 1.995], [0.037, 4.718, 1.342], [1.548, 1.324, -2.729], [3.209, -1.350, -0.531], [1.821, -1.424, -2.767], [0.352, -0.426, 0.815], [-0.253, -3.424, 1.366], [-1.053, -4.379, 0.812], [-1.342, -5.304, 1.784], [-0.686, -4.882, 2.973], [-0.022, -3.719, 2.678], [0.108, -2.622, 0.874], [-1.351, -4.318, -0.220], [-1.956, -6.180, 1.657], [-0.699, -5.375, 3.932], [0.593, -3.081, 3.290]],
  "lowdin_charge": [-0.142, 0.620, -0.366, -0.346, -0.859, 0.763, -0.353, 0.512, -0.216, -0.374, -0.456, 0.529, -0.151, -0.159, -0.217, 0.067, 0.029, 0.067, -0.128, 0.014, -0.009, 0.009, -0.004, 0.002, 0.094, -0.029, 0.070, 0.064, 0.020, -0.138, -0.125, -0.127, -0.145, 0.108, 0.109, 0.081, 0.081, 0.104]
}


{
  "formula": "C22H20F2NO8S3",
  "method": "ωB97M-V with the def2-TZVPD basis set",
  "total_charge": -1,
  "lumo_energy_ev": 1.9,
  "gap_ev": 5.1,
  "relative_energy_kcal_mol": 0.0,
  "symbols": ["C", "C", "O", "C", "C", "F", "S", "C", "C", "C", "C", "C", "C", "O", "O", "O", "H", "H", "H", "H", "H", "H", "H", "H", "H", "H", "C", "C", "C", "C", "S", "N", "F", "S", "C", "C", "C", "C", "C", "C", "O", "O", "O", "O", "C", "C", "H", "H", "H", "H", "H", "H", "H", "H", "H", "H"],
  "xyz": [[3.876, 3.437, -0.787], [3.378, 2.859, 0.514], [1.967, 3.182, 0.557], [1.320, 2.672, 1.659], [-0.083, 2.573, 1.330], [-0.957, 2.385, 2.324], [-0.690, 3.361, -0.220], [-2.476, 3.254, -0.024], [-3.106, 2.179, -0.639], [-4.479, 1.990, -0.450], [-5.213, 2.897, 0.311], [-4.573, 3.979, 0.914], [-3.193, 4.170, 0.749], [-0.408, 4.777, -0.302], [-0.300, 2.436, -1.262], [1.842, 2.338, 2.712], [4.879, 3.084, -1.036], [3.193, 3.174, -1.602], [3.913, 4.528, -0.707], [3.487, 1.763, 0.543], [3.893, 3.301, 1.382], [-2.510, 1.502, -1.249], [-4.946, 1.125, -0.914], [-6.285, 2.754, 0.438], [-5.134, 4.688, 1.520], [-2.677, 5.013, 1.209], [-4.273, -2.940, 1.392], [-3.598, -4.155, 1.255], [-2.581, -4.296, 0.299], [-2.246, -3.185, -0.478], [-0.981, -3.280, -1.735], [0.483, -2.726, -0.795], [0.337, -1.276, -0.585], [1.915, -2.909, -1.912], [3.258, -2.490, -0.811], [3.593, -1.143, -0.740], [4.664, -0.755, 0.067], [5.374, -1.713, 0.795], [5.008, -3.059, 0.734], [3.953, -3.468, -0.095], [2.053, -4.324, -2.157], [1.877, -1.947, -2.971], [-0.797, -4.677, -1.985], [-1.319, -2.346, -2.783], [-2.896, -1.965, -0.343], [-3.915, -1.843, 0.606], [-5.071, -2.836, 2.129], [-3.851, -5.002, 1.893], [-2.048, -5.235, 0.155], [3.008, -0.429, -1.318], [4.920, 0.301, 0.109], [6.205, -1.397, 1.427], [5.539, -3.801, 1.332], [3.663, -4.513, -0.191], [-2.587, -1.138, -0.978], [-4.405, -0.876, 0.714]],
  "lowdin_charge": [-0.079, -0.235, -0.093, -0.561, -0.306, -0.024, 0.722, -0.271, -0.061, -0.097, -0.103, -0.087, -0.048, -0.346, -0.354, 0.017, 0.064, 0.083, 0.076, 0.094, 0.122, 0.104, 0.094, 0.095, 0.097, 0.118, -0.072, -0.073, -0.047, -0.282, 0.697, -0.162, -0.089, 0.696, -0.282, -0.045, -0.055, -0.067, -0.073, -0.048, -0.290, -0.258, -0.282, -0.266, -0.045, -0.051, 0.106, 0.104, 0.114, 0.122, 0.096, 0.107, 0.104, 0.114, 0.110, 0.099]
}


{
  "formula": "C14H24BNO28S5",
  "method": "ωB97M-V with the def2-TZVPD basis set",
  "total_charge": 0,
  "lumo_energy_ev": -1.9,
  "gap_ev": 6.8,
  "relative_energy_kcal_mol": 142.4,
  "symbols": ["N", "H", "H", "H", "H", "O", "C", "O", "B", "O", "C", "O", "O", "C", "O", "C", "O", "O", "C", "C", "O", "S", "O", "O", "O", "H", "H", "H", "H", "C", "C", "O", "S", "O", "O", "O", "H", "H", "H", "H", "C", "C", "O", "S", "O", "O", "O", "H", "H", "H", "H", "C", "C", "O", "S", "O", "O", "O", "H", "H", "H", "H", "C", "C", "O", "S", "O", "O", "O", "H", "H", "H", "H"],
  "xyz": [[0.552, -0.913, 1.035], [0.198, -1.762, 0.617], [1.423, -1.135, 1.495], [-0.057, -0.721, 1.817], [0.662, -0.183, 0.346], [-10.057, 0.006, 0.599], [-9.168, -0.737, 0.944], [-8.433, -0.677, 2.013], [-7.305, -1.574, 1.867], [-7.487, -2.418, 0.693], [-8.629, -1.962, 0.153], [-9.190, -2.360, -0.900], [-5.989, -0.971, 1.837], [-5.285, -1.280, 2.889], [-4.109, -0.994, 3.071], [-6.151, -2.202, 3.735], [-7.161, -2.513, 2.988], [-5.798, -2.807, 4.789], [6.509, -0.732, -3.733], [6.412, -2.264, -3.264], [5.153, -2.804, -3.718], [4.130, -1.620, -4.037], [3.491, -1.122, -2.777], [3.276, -1.942, -5.185], [5.313, -0.568, -4.476], [7.363, -0.560, -4.389], [6.528, 0.031, -2.955], [6.449, -2.300, -2.176], [7.243, -2.840, -3.671], [8.156, 2.175, 3.891], [8.726, 1.131, 2.923], [7.680, 0.316, 2.469], [6.592, 0.062, 3.664], [6.870, -1.255, 4.307], [5.244, 0.219, 3.081], [7.147, 1.433, 4.560], [7.664, 2.996, 3.370], [8.729, 2.496, 4.761], [9.544, 0.479, 3.227], [9.054, 1.730, 2.073], [3.037, 5.570, -2.562], [3.694, 4.267, -2.587], [4.340, 4.010, -1.372], [3.488, 4.857, -0.192], [4.290, 5.317, 0.942], [2.259, 4.172, 0.160], [3.209, 6.136, -1.238], [1.988, 5.390, -2.796], [3.326, 6.357, -3.258], [4.490, 4.168, -3.325], [2.954, 3.476, -2.710], [-3.786, -7.025, -0.004], [-2.458, -7.616, -0.582], [-1.839, -6.414, -0.886], [-2.892, -5.395, -1.704], [-2.859, -5.822, -3.100], [-2.613, -4.047, -1.349], [-4.162, -6.065, -0.943], [-3.637, -6.536, 0.958], [-4.665, -7.634, 0.207], [-2.657, -8.243, -1.450], [-1.804, -8.139, 0.116], [-6.495, 4.514, -0.367], [-5.805, 4.830, 0.912], [-4.514, 5.204, 0.603], [-3.896, 4.243, -0.627], [-3.381, 3.016, -0.023], [-3.077, 5.038, -1.486], [-5.442, 4.115, -1.224], [-7.077, 5.283, -0.874], [-7.128, 3.646, -0.183], [-5.784, 3.925, 1.518], [-6.394, 5.542, 1.491]],
  "lowdin_charge": [0.362, 0.158, 0.155, 0.162, 0.163, 0.140, -0.398, 0.263, -0.944, 0.243, -0.308, 0.087, 0.252, -0.389, 0.094, -0.355, 0.246, 0.070, -0.145, -0.123, -0.200, 0.719, -0.297, -0.230, -0.222, 0.126, 0.123, 0.122, 0.127, -0.156, -0.201, -0.205, 0.791, -0.267, -0.282, -0.222, 0.132, 0.142, 0.137, 0.130, -0.182, -0.238, -0.193, 0.747, -0.245, -0.251, -0.184, 0.132, 0.139, 0.142, 0.133, -0.177, -0.186, -0.223, 0.713, -0.240, -0.226, -0.190, 0.129, 0.137, 0.128, 0.135, -0.178, -0.240, -0.191, 0.742, -0.250, -0.226, -0.203, 0.136, 0.136, 0.132, 0.142]
}


{
  "formula": "CHN3OS",
  "method": "ωB97M-V with the def2-TZVPD basis set",
  "total_charge": 0,
  "lumo_energy_ev": 0.3,
  "gap_ev": 10.7,
  "relative_energy_kcal_mol": 70.2,
  "smiles": "Sc1nnno1",
  "symbols": ["S", "C", "N", "N", "N", "O", "H"],
  "xyz": [[-1.829, -0.067, -0.063], [-0.223, 0.219, 0.114], [0.687, 1.137, 0.082], [1.890, 0.523, -0.088], [1.745, -0.739, -0.106], [0.318, -0.981, 0.139], [-2.194, 1.159, -0.005]],
  "lowdin_charge": [0.987, -0.875, 0.035, -0.002, 0.084, -0.102, -0.126]
}


{
  "formula": "C47H35Br4F3NO3PdSbTe",
  "method": "ωB97M-V with the def2-TZVPD basis set",
  "total_charge": -1,
  "spin_multiplicity": 2,
  "s_squared": 0.768,
  "lumo_energy_ev": [2.1, 0.6],
  "gap_ev": [7.0, 5.8],
  "relative_energy_kcal_mol": 0.0,
  "symbols": ["Pd", "Br", "C", "C", "Br", "C", "Br", "C", "O", "C", "O", "C", "Br", "C", "C", "C", "C", "C", "C", "Te", "N", "C", "O", "C", "C", "C", "C", "C", "C", "C", "C", "C", "C", "C", "C", "C", "C", "C", "C", "H", "H", "H", "H", "H", "H", "H", "H", "H", "H", "H", "H", "H", "H", "H", "H", "H", "H", "H", "H", "H", "H", "H", "F", "C", "C", "C", "C", "C", "C", "Sb", "C", "C", "C", "C", "F", "C", "C", "C", "C", "C", "C", "F", "C", "C", "H", "H", "H", "H", "H", "H", "H", "H", "H", "H", "H", "H"],
  "xyz": [[0.491, -1.388, 0.830], [-4.040, -6.790, -0.580], [-2.587, -5.593, -0.562], [-1.508, -5.775, -1.484], [-1.562, -7.203, -2.709], [-0.460, -4.895, -1.509], [0.942, -5.000, -2.755], [-0.412, -3.774, -0.624], [0.501, -2.910, -0.689], [-1.506, -3.594, 0.342], [-1.498, -2.602, 1.108], [-2.581, -4.541, 0.312], [-3.985, -4.197, 1.514], [-3.421, 4.014, 4.859], [-2.321, 3.118, 4.357], [-2.560, 1.796, 4.026], [-1.553, 0.956, 3.551], [-1.920, -0.475, 3.259], [-0.264, 1.466, 3.372], [1.331, 0.314, 2.452], [2.459, -1.105, 0.726], [3.064, -2.064, 1.424], [2.563, -2.924, 2.170], [4.578, -1.969, 1.343], [5.327, -2.329, 2.459], [6.712, -2.239, 2.435], [7.365, -1.814, 1.285], [6.624, -1.479, 0.159], [5.238, -1.551, 0.191], [1.509, 1.851, 0.985], [0.335, 2.371, 0.448], [0.375, 3.335, -0.549], [1.604, 3.785, -1.009], [2.771, 3.285, -0.453], [2.752, 2.321, 0.557], [4.048, 1.843, 1.151], [0.009, 2.793, 3.745], [1.372, 3.441, 3.655], [-1.022, 3.594, 4.223], [-4.362, 3.470, 4.944], [-3.579, 4.856, 4.182], [-3.178, 4.425, 5.840], [-3.560, 1.389, 4.148], [-2.672, -0.825, 3.969], [-1.076, -1.152, 3.311], [-2.338, -0.586, 2.256], [4.797, -2.687, 3.332], [7.285, -2.510, 3.314], [8.447, -1.753, 1.264], [7.127, -1.162, -0.746], [4.647, -1.289, -0.677], [-0.623, 2.019, 0.810], [-0.549, 3.721, -0.964], [1.654, 4.529, -1.795], [3.731, 3.651, -0.802], [4.887, 2.418, 0.759], [4.202, 0.787, 0.932], [4.046, 1.942, 2.240], [2.160, 2.772, 3.322], [1.666, 3.829, 4.633], [1.343, 4.281, 2.957], [-0.800, 4.621, 4.499], [-4.881, 4.785, -2.701], [-4.121, 3.703, -2.409], [-4.579, 2.802, -1.470], [-3.784, 1.701, -1.177], [-2.563, 1.486, -1.815], [-2.136, 2.433, -2.744], [-2.910, 3.546, -3.051], [-1.367, -0.201, -1.171], [-2.520, -1.741, -2.125], [-1.966, -2.622, -3.052], [-2.683, -3.714, -3.526], [-3.965, -3.912, -3.056], [-4.669, -4.973, -3.509], [-4.548, -3.076, -2.125], [-3.809, -1.998, -1.658], [0.142, -0.006, -2.663], [1.470, 0.085, -2.249], [2.493, 0.246, -3.176], [2.165, 0.309, -4.513], [3.154, 0.467, -5.424], [0.863, 0.215, -4.966], [-0.147, 0.059, -4.026], [-5.528, 2.971, -0.978], [-4.131, 1.005, -0.419], [-1.177, 2.318, -3.234], [-2.585, 4.285, -3.772], [-0.947, -2.485, -3.393], [-2.251, -4.416, -4.228], [-5.543, -3.290, -1.757], [-4.250, -1.366, -0.894], [1.734, 0.003, -1.199], [3.528, 0.313, -2.868], [0.657, 0.263, -6.027], [-1.174, -0.014, -4.369]],
  "lowdin_charge": [0.507, 0.734, -0.746, -0.754, 0.731, -0.665, 0.806, -0.407, -0.126, -0.415, -0.140, -0.649, 0.783, -0.058, -0.275, -0.023, -0.296, -0.086, -0.370, 1.593, -0.198, -0.721, -0.068, -0.162, -0.031, -0.097, -0.114, -0.098, -0.058, -0.428, -0.166, -0.085, -0.080, -0.052, -0.311, -0.060, -0.303, -0.069, -0.028, 0.070, 0.078, 0.076, 0.114, 0.083, 0.038, 0.060, 0.111, 0.093, 0.090, 0.094, 0.101, 0.076, 0.093, 0.100, 0.106, 0.078, 0.048, 0.067, 0.013, 0.084, 0.092, 0.120, 0.041, -0.289, -0.018, -0.131, -0.360, -0.132, -0.016, 1.569, -0.354, -0.121, -0.022, -0.296, 0.034, -0.022, -0.127, -0.372, -0.108, 0.004, -0.281, 0.042, -0.015, -0.142, 0.115, 0.089, 0.090, 0.116, 0.090, 0.114, 0.119, 0.092, 0.050, 0.117, 0.114, 0.106]
}


{
  "formula": "C8H17BO3",
  "method": "ωB97M-V with the def2-TZVPD basis set",
  "total_charge": -2,
  "lumo_energy_ev": 5.3,
  "gap_ev": 2.3,
  "symbols": ["B", "C", "C", "C", "C", "C", "C", "C", "H", "H", "H", "H", "H", "H", "H", "H", "H", "H", "H", "H", "H", "H", "H", "H", "H", "C", "O", "O", "O"],
  "xyz": [[-0.127, 2.269, 2.142], [-1.706, 1.993, 1.754], [-1.940, 1.002, 0.471], [-0.863, -0.277, 0.420], [-1.563, -1.467, -0.429], [-0.729, -2.130, -1.649], [0.886, -1.905, -1.662], [1.146, -0.488, -2.514], [0.244, 3.068, 2.949], [0.749, 1.673, 1.590], [-2.181, 3.041, 1.464], [-2.276, 1.623, 2.728], [-3.023, 0.556, 0.569], [-1.841, 1.535, -0.583], [-0.772, -0.631, 1.553], [0.123, 0.176, -0.006], [-1.935, -2.297, 0.342], [-2.570, -1.021, -0.892], [-1.214, -1.796, -2.683], [-0.911, -3.308, -1.600], [1.454, -2.734, -2.305], [1.377, -1.771, -0.603], [0.326, 0.318, -2.199], [0.963, -0.660, -3.677], [2.181, 0.000, -2.271], [3.570, 0.852, 1.755], [4.034, 1.906, 1.349], [3.686, 0.419, 2.908], [2.912, 0.054, 1.077]],
  "lowdin_charge": [0.015, -0.250, -0.257, -0.207, -0.236, -0.260, -0.242, -0.164, 0.006, 0.025, 0.087, 0.098, 0.084, 0.111, 0.134, 0.095, 0.107, 0.092, 0.100, 0.093, 0.099, 0.115, 0.066, 0.059, 0.083, -1.252, -0.181, -0.222, -0.195]
}


Question: Which formula does entry 1 have?
Answer: C7H18N3O6P2S2